27
Properties=species:S:1:pos:R:3 method="wB97M-V/def2-TZVPD" e_tot_ev=-30073.263 max_force_ev_per_a=5.99 gap_ha=0.29375 smiles="Cc1ccc2c3c(nsc13)-c1ccccc1C2=O" e_homo_ev=-8.606 charge=0 e_above_lowest_kj_mol=0.00
C -3.20 -2.36 1.30
C -0.88 0.78 -0.26
C -1.01 -1.58 0.53
H -5.78 -0.80 0.52
S -3.20 1.59 -0.06
C 1.24 1.88 -1.14
H 3.09 -1.33 -0.35
H -1.43 -3.62 1.17
H 4.25 0.35 -1.53
C -5.18 -0.78 1.42
H -5.22 0.20 1.92
H 0.67 2.76 -1.22
H 3.09 2.65 -1.83
C -1.62 -0.42 0.19
C -2.91 -0.11 0.50
C 0.56 0.75 -0.63
C 3.23 0.59 -1.14
C 2.60 1.78 -1.35
C 2.59 -0.45 -0.54
H -3.71 -3.17 1.70
H -5.71 -1.49 2.10
C -3.71 -1.00 1.10
O 1.13 -2.57 0.86
C 1.27 -0.39 -0.23
C -1.82 -2.67 0.92
C 0.52 -1.61 0.47
N -1.51 1.86 -0.50